(1)
Here is a 3-piece molecular cluster, C4H10N2O2 overall in a non-equilibrium geometry from OMol25. Energies are from the ωB97M-V functional and the def2-TZVPD basis.

Summary:
HOMO   -8.50 eV
SMILES   Cc1c[nH]cn1.O.O
Orbital gap   0.3320 hartree
E_LUMO   0.5361 eV
Charge   0
Relative energy (zero: lowest compared OMol25 entry of this formula, charge and spin)   1.957 eV

Positions of all 18 atoms, in Å:
C: 3.15 -1.06 -1.58
C: 1.77 -0.73 -1.07
C: 1.56 -0.52 0.27
N: 0.25 -0.20 0.39
C: -0.32 -0.23 -0.86
N: 0.65 -0.46 -1.79
H: 3.73 -0.08 -1.51
H: 3.71 -1.78 -0.99
H: 3.19 -1.37 -2.61
H: 2.27 -0.65 1.06
H: -0.22 -0.02 1.27
H: -1.32 0.10 -1.11
O: -2.25 3.55 -0.48
H: -2.23 3.40 -1.44
H: -1.33 3.30 -0.32
O: -4.25 -0.73 3.47
H: -3.73 -0.98 4.24
H: -4.62 -1.51 3.06



(2)
Here is one molecule with the formula C4H7NO2 in a non-equilibrium geometry from OMol25. Energies are from the ωB97M-V functional and the def2-TZVPD basis.

Summary:
HOMO   -8.71 eV
Orbital gap   0.3431 hartree
E_LUMO   0.6291 eV
Charge   0
Relative energy (zero: lowest compared OMol25 entry of this formula, charge and spin)   4.827 eV

Positions of all 14 atoms, in Å:
C: -2.04 0.68 0.31
C: 1.77 -1.15 0.80
C: -1.02 0.20 -0.67
C: 0.50 -0.44 0.58
O: 1.39 0.72 -1.32
N: 0.41 0.51 -0.28
O: -1.23 -0.10 -1.82
H: 0.90 1.23 -1.99
H: -1.84 0.39 1.34
H: -2.11 1.78 0.30
H: -3.03 0.29 0.09
H: 2.57 -0.94 0.09
H: 2.15 -0.94 1.80
H: 1.57 -2.23 0.74



(3)
Here is a 15-piece molecular cluster, C38H91Br2N3O20S2 overall in a non-equilibrium geometry from OMol25. Energies are from the ωB97M-V functional and the def2-TZVPD basis.

Summary:
HOMO   -8.89 eV
Orbital gap   0.3230 hartree
E_LUMO   -0.1028 eV
Charge   0

Positions of all 156 atoms, in Å:
C: 0.06 -2.07 4.14
C: 0.44 -2.11 3.00
C: 1.03 -1.92 1.68
C: 0.26 -0.88 0.83
O: -1.11 -1.03 0.82
C: -1.64 -2.32 0.47
C: -3.15 -2.21 0.43
C: -3.78 -3.60 0.21
C: -3.99 -4.31 1.56
C: 0.49 0.60 1.24
C: -0.13 0.94 2.61
C: -0.96 2.23 2.54
C: -1.99 2.33 3.68
C: -3.28 1.62 3.27
N: -4.01 2.41 2.24
C: -4.27 1.65 1.04
C: -3.73 2.20 -0.25
O: -4.91 0.63 1.06
C: 1.94 1.03 1.12
C: 2.52 0.98 -0.30
C: 4.05 1.30 -0.12
C: 5.06 0.26 -0.57
S: 5.33 -1.21 0.49
C: 5.04 -0.67 2.12
N: 4.20 -1.18 2.96
N: 4.37 -0.48 4.15
C: 5.28 0.39 3.93
O: 5.77 0.34 2.67
C: 1.93 2.01 -1.28
Br: 1.16 3.56 -0.47
C: 1.96 2.02 -2.61
C: 1.37 3.09 -3.48
Br: 2.82 0.63 -3.56
O: 2.39 -0.39 -0.75
S: 0.93 -1.02 -0.88
O: 1.16 -2.39 -1.23
O: 0.09 -0.26 -1.76
H: -0.35 -2.01 5.12
H: 0.99 -2.87 1.15
H: 2.09 -1.68 1.77
H: -1.29 -2.64 -0.51
H: -1.36 -3.07 1.21
H: -3.52 -1.72 1.33
H: -3.40 -1.56 -0.42
H: -4.69 -3.54 -0.37
H: -3.06 -4.19 -0.36
H: -4.41 -3.65 2.32
H: -3.04 -4.69 1.93
H: -4.64 -5.19 1.43
H: -0.09 1.15 0.49
H: -0.79 0.14 2.95
H: 0.66 1.09 3.35
H: -1.53 2.25 1.61
H: -0.31 3.11 2.51
H: -1.60 1.90 4.61
H: -2.22 3.39 3.80
H: -3.91 1.51 4.15
H: -3.05 0.64 2.86
H: -4.93 2.64 2.59
H: -2.64 2.31 -0.23
H: -3.98 1.51 -1.05
H: -4.18 3.17 -0.49
H: 2.54 0.32 1.69
H: 2.12 2.00 1.58
H: 4.22 1.57 0.92
H: 4.28 2.19 -0.71
H: 4.87 -0.12 -1.57
H: 6.01 0.78 -0.61
H: 5.68 1.12 4.60
H: 1.38 2.80 -4.52
H: 0.32 3.24 -3.20
H: 1.89 4.04 -3.34
C: -5.23 -2.97 -3.40
O: -5.97 -3.48 -2.28
H: -4.32 -3.56 -3.50
H: -5.83 -3.06 -4.31
H: -4.96 -1.93 -3.24
H: -6.76 -2.95 -2.20
C: 5.86 4.94 -2.16
O: 5.13 4.24 -1.14
H: 6.88 4.56 -2.15
H: 5.41 4.75 -3.14
H: 5.86 6.01 -1.97
H: 4.23 4.57 -1.15
C: -8.59 -3.09 -6.34
O: -7.66 -2.42 -5.49
H: -8.44 -4.16 -6.22
H: -9.61 -2.84 -6.05
H: -8.43 -2.82 -7.38
H: -7.80 -1.48 -5.61
C: 8.31 -4.44 0.32
O: 8.09 -4.05 -1.03
H: 9.25 -4.99 0.36
H: 8.39 -3.57 0.98
H: 7.51 -5.09 0.68
H: 7.26 -3.56 -1.05
C: 8.54 0.92 0.78
O: 7.85 1.84 -0.05
H: 8.70 0.02 0.19
H: 9.51 1.30 1.11
H: 7.94 0.66 1.65
H: 7.67 2.65 0.45
C: 7.34 3.96 2.00
O: 7.19 3.97 0.59
H: 8.31 3.52 2.23
H: 7.31 4.98 2.40
H: 6.55 3.37 2.46
H: 6.31 4.35 0.38
C: 4.38 8.90 -2.03
O: 5.43 8.14 -2.62
H: 3.55 8.21 -1.84
H: 4.69 9.34 -1.08
H: 4.03 9.69 -2.70
H: 6.16 8.74 -2.79
C: -9.82 -4.00 -2.89
O: -9.29 -3.69 -1.60
H: -10.72 -3.41 -3.04
H: -9.10 -3.75 -3.67
H: -10.07 -5.06 -2.96
H: -8.50 -4.23 -1.47
C: -8.14 -0.03 -9.18
O: -8.86 -0.54 -8.07
H: -7.24 -0.63 -9.29
H: -8.73 -0.10 -10.10
H: -7.85 1.01 -9.03
H: -9.66 -0.02 -7.96
C: -5.54 -6.17 4.57
O: -4.38 -5.35 4.52
H: -5.82 -6.40 3.54
H: -5.35 -7.10 5.10
H: -6.38 -5.65 5.04
H: -4.13 -5.13 5.42
C: 7.26 8.17 4.17
O: 7.06 7.33 3.04
H: 8.31 8.10 4.45
H: 7.03 9.21 3.93
H: 6.64 7.86 5.02
H: 6.14 7.39 2.79
C: -0.26 0.18 7.83
O: -1.37 0.23 6.94
H: 0.43 0.97 7.54
H: -0.57 0.34 8.86
H: 0.26 -0.78 7.75
H: -1.98 -0.47 7.19
C: 8.05 -0.86 -2.39
O: 7.40 0.20 -3.08
H: 8.14 -1.72 -3.06
H: 9.05 -0.54 -2.10
H: 7.48 -1.14 -1.51
H: 7.35 0.95 -2.47
C: -11.14 -7.67 -2.18
O: -10.37 -7.54 -3.37
H: -11.34 -6.67 -1.81
H: -12.09 -8.17 -2.38
H: -10.60 -8.22 -1.41
H: -10.18 -8.42 -3.70



(4)
Here is one molecule with the formula C7H17NO in a non-equilibrium geometry from OMol25. Energies are from the ωB97M-V functional and the def2-TZVPD basis.

Summary:
HOMO   -8.16 eV
SMILES   CC(C)C[C@](C)(N)CO
Orbital gap   0.3337 hartree
E_LUMO   0.9220 eV
Charge   0
Relative energy (zero: lowest compared OMol25 entry of this formula, charge and spin)   1.862 eV

Positions of all 26 atoms, in Å:
C: 1.77 0.62 1.44
C: 1.51 0.45 -0.05
C: 2.71 -0.17 -0.75
C: 0.20 -0.60 -0.33
C: -1.09 0.11 -0.09
C: -1.29 1.40 -0.87
N: -1.50 0.16 1.26
C: -2.15 -1.20 -0.73
O: -2.01 -2.28 0.17
H: 1.85 -0.35 1.93
H: 2.71 1.15 1.61
H: 0.99 1.20 1.93
H: 1.31 1.43 -0.49
H: 2.54 -0.26 -1.82
H: 2.91 -1.16 -0.35
H: 3.61 0.44 -0.60
H: 0.31 -0.91 -1.36
H: 0.34 -1.43 0.36
H: -0.82 1.36 -1.85
H: -0.87 2.25 -0.33
H: -2.36 1.58 -1.01
H: -0.81 -0.03 1.97
H: -2.31 0.75 1.42
H: -3.18 -0.80 -0.73
H: -1.91 -1.56 -1.73
H: -2.46 -2.13 1.01



Quick rundown of DFT total energy, same order as above: -418.389041, -361.703467, -9115.569710, -406.861920 a.u.